This record from the Open Molecules 2025 dataset describes a cluster of 15 separate species, C20H70N12O15 in total. The level of theory is wB97M-V/def2-TZVPD.

```
117
C20H70N12O15 wB97M-V/def2-TZVPD
C -0.12 -4.50 -0.50
C -0.56 -5.42 -1.59
O -1.59 -4.65 -2.27
H 0.46 -4.92 0.23
H -0.94 -4.07 0.05
H 0.54 -3.79 -0.94
H -1.07 -6.37 -1.34
H 0.23 -5.63 -2.26
H -1.73 -4.95 -3.17
C -1.70 1.39 -4.34
C -2.61 0.88 -3.20
O -2.85 1.96 -2.38
H -0.72 1.53 -3.86
H -2.07 2.33 -4.77
H -1.46 0.73 -5.14
H -2.06 0.12 -2.58
H -3.55 0.49 -3.47
H -3.29 1.55 -1.65
C 2.64 1.04 1.13
C 3.73 1.99 1.51
O 3.17 3.26 1.77
H 2.94 0.08 0.77
H 2.11 1.46 0.20
H 2.06 0.75 1.92
H 4.51 2.05 0.80
H 4.17 1.63 2.42
H 3.65 3.83 1.12
C 3.00 -1.39 3.69
C 4.37 -1.61 3.17
O 4.28 -2.70 2.28
H 3.03 -0.44 4.27
H 2.62 -2.07 4.43
H 2.30 -1.31 2.86
H 5.09 -1.69 4.04
H 4.59 -0.66 2.77
H 5.09 -3.05 1.92
C 3.66 -0.48 -3.76
C 2.97 0.86 -3.93
O 2.36 1.21 -2.71
H 4.34 -0.46 -2.95
H 4.34 -0.78 -4.56
H 2.85 -1.12 -3.47
H 2.20 0.83 -4.69
H 3.72 1.63 -4.12
H 2.17 2.14 -2.79
C -0.29 0.47 -0.14
O -0.45 1.65 -0.70
N 0.12 -0.62 -0.79
N -0.51 0.30 1.15
H 0.47 -0.41 -1.77
H 0.42 -1.46 -0.41
H -0.66 1.25 1.56
H -0.27 -0.54 1.76
C -3.50 1.82 1.24
O -2.55 2.78 1.36
N -4.72 2.00 0.86
N -3.25 0.52 1.23
H -5.47 1.31 0.56
H -5.02 3.05 0.83
H -2.29 0.20 1.27
H -3.74 0.02 0.42
C -2.14 -0.67 6.07
O -0.95 -0.69 6.76
N -3.30 -0.83 6.54
N -2.19 -0.46 4.81
H -3.25 -0.79 7.55
H -4.18 -0.36 6.11
H -1.32 -0.53 4.24
H -3.17 -0.28 4.29
C 0.07 1.80 3.45
O 1.00 0.99 4.11
N -1.23 1.68 3.56
N 0.41 2.76 2.59
H -1.54 1.06 4.33
H -1.94 2.25 3.02
H 1.37 2.99 2.42
H -0.19 3.48 2.23
C -1.22 5.15 -1.83
O -0.91 6.55 -1.99
N -1.32 4.48 -0.74
N -1.45 4.36 -2.81
H -1.46 4.96 0.19
H -1.36 3.45 -0.69
H -1.61 4.91 -3.67
H -1.79 3.36 -2.75
C -3.37 -1.80 -1.42
O -3.95 -0.59 -1.08
N -2.11 -2.05 -1.36
N -4.13 -2.84 -1.70
H -1.49 -1.40 -0.93
H -1.63 -2.87 -1.67
H -5.19 -2.87 -1.76
H -3.68 -3.72 -2.09
C 2.92 -2.02 -0.92
O 2.29 -2.36 0.31
H 3.13 -0.95 -1.00
H 2.20 -2.27 -1.72
H 3.93 -2.56 -0.99
H 2.95 -2.31 1.03
C -0.63 -2.82 2.44
O -0.07 -1.64 3.16
H -1.39 -2.42 1.69
H -1.22 -3.45 3.12
H 0.00 -3.37 1.83
H 0.40 -1.91 3.91
C 2.12 3.98 -1.17
O 1.62 3.70 -2.48
H 2.22 5.04 -1.13
H 3.15 3.47 -1.18
H 1.43 3.63 -0.42
H 0.69 3.88 -2.58
C 0.08 -1.85 -3.94
O -1.30 -1.86 -4.22
H 0.39 -0.83 -3.71
H 0.79 -2.21 -4.66
H 0.23 -2.50 -3.10
H -1.80 -1.83 -3.38
```

The energy above the lowest of the compared OMol25 structures with the same formula, charge and spin comes out at 159.27 kJ/mol. As for the HOMO energy: -8.00 eV. The frontier orbital gap is 7.845 eV.

Atom charges from the Löwdin analysis, given in e for atoms 1 to 2: -0.074 -0.223

This record from the Open Molecules 2025 dataset describes the molecule C20H39N5OP2. The level of theory is wB97M-V/def2-TZVPD.

```
67
C20H39N5OP2 wB97M-V/def2-TZVPD
C 0.10 -4.30 0.10
C -0.55 -3.13 -0.66
C -0.51 -1.80 0.12
N 0.78 -1.15 -0.14
P 0.90 0.54 0.12
C -0.57 1.66 -0.10
C -1.82 1.51 0.79
C -3.03 2.14 0.06
C -4.33 1.76 0.75
N -4.57 0.31 0.72
C -5.89 -0.04 0.49
N -6.61 -0.52 1.41
N -6.32 0.15 -0.87
C 2.64 1.20 0.60
C 3.77 0.51 -0.10
C 4.20 -0.73 0.39
C 5.26 -1.42 -0.18
C 5.90 -0.89 -1.29
C 5.49 0.35 -1.79
C 4.44 1.05 -1.20
N 1.40 0.72 -1.63
C 1.41 2.08 -2.17
C 0.87 -0.21 -2.57
C -0.58 -0.19 -2.99
O 1.59 -1.00 -3.11
P 0.39 0.26 2.35
C 1.49 -1.01 3.10
C 0.68 1.85 3.27
H 0.41 -3.96 1.08
H -0.63 -5.09 0.29
H 0.95 -4.69 -0.45
H -0.15 -3.00 -1.65
H -1.61 -3.36 -0.80
H -0.68 -2.05 1.17
H -1.30 -1.18 -0.28
H 1.55 -1.64 0.29
H -0.18 2.66 0.09
H -0.91 1.67 -1.12
H -2.08 0.48 0.97
H -1.73 2.05 1.72
H -3.06 1.82 -0.98
H -2.95 3.22 0.08
H -4.32 2.10 1.79
H -5.15 2.29 0.27
H -4.28 -0.10 1.60
H -7.52 -0.77 1.04
H -6.56 -0.74 -1.27
H -7.11 0.77 -0.92
H 2.79 1.00 1.66
H 2.69 2.27 0.48
H 3.71 -1.14 1.26
H 5.59 -2.37 0.22
H 6.72 -1.42 -1.74
H 6.01 0.74 -2.66
H 4.15 2.00 -1.60
H 1.48 2.83 -1.39
H 0.49 2.30 -2.72
H 2.22 2.18 -2.89
H -0.82 -1.12 -3.48
H -1.29 -0.05 -2.17
H -0.75 0.61 -3.70
H 2.52 -0.68 3.26
H 1.09 -1.23 4.08
H 1.47 -1.95 2.55
H 0.78 2.65 2.54
H -0.14 2.05 3.94
H 1.59 1.82 3.86
```

The SMILES is [H]/N=C(\N)NCCCCP(Cc1ccccc1)(NCCC)(N(C)C(C)=O)P(C)C. As for the HOMO energy: -6.77 eV. The frontier orbital gap is 7.421 eV.

Atom charges from the Löwdin analysis, given in e for atoms 1 to 2: -0.088 -0.230

This record from the Open Molecules 2025 dataset describes a structure of composition C43H38FGeN4O3ReS. The level of theory is wB97M-V/def2-TZVPD.

```
92
C43H38FGeN4O3ReS wB97M-V/def2-TZVPD
Re 0.58 -0.14 0.07
F -2.19 3.74 -5.20
C -1.06 3.03 -5.16
C -0.75 2.43 -3.98
C 0.38 1.61 -3.86
C 0.66 0.90 -2.64
O -0.08 1.04 -1.61
C 1.81 0.05 -2.69
C 2.64 0.02 -3.77
N 2.40 0.74 -4.88
C 3.39 0.78 -5.93
C 4.12 2.07 -6.20
C 4.85 0.90 -5.60
C 1.23 1.47 -4.99
C 0.87 2.08 -6.20
C -0.28 2.87 -6.35
N -0.60 3.48 -7.53
C -1.52 4.61 -7.56
C -1.46 5.31 -8.93
N -0.10 5.19 -9.49
C 0.18 3.77 -9.85
C -0.48 2.83 -8.82
C 1.84 -0.78 -1.45
O 0.87 -1.59 -1.34
O 2.49 -0.44 -0.45
H -1.40 2.56 -3.14
H 3.53 -0.60 -3.77
H 3.13 0.15 -6.77
H 3.92 2.91 -5.54
H 4.32 2.35 -7.22
H 5.17 0.99 -4.57
H 5.55 0.35 -6.21
H 1.51 1.92 -7.05
H -1.23 5.31 -6.77
H -2.56 4.31 -7.39
H -1.73 6.36 -8.80
H -2.16 4.86 -9.64
H 0.59 5.51 -8.79
H 0.01 5.79 -10.31
H 1.26 3.62 -9.92
H -0.25 3.57 -10.84
H 0.09 1.90 -8.75
H -1.49 2.57 -9.17
S 2.59 3.69 1.34
C 2.24 2.14 0.76
N 1.07 1.62 1.10
C 0.37 2.49 1.91
C -0.87 2.28 2.52
C -1.41 3.30 3.29
C -0.75 4.51 3.47
C 0.49 4.74 2.89
C 1.04 3.71 2.13
H 2.98 1.61 0.18
H -1.36 1.33 2.39
H -2.37 3.15 3.78
H -1.20 5.29 4.08
H 1.00 5.67 3.02
C -0.90 -0.45 1.15
Ge -2.10 -1.75 2.01
C -3.33 -2.20 0.45
C -4.66 -2.45 0.71
C -5.51 -2.63 -0.37
C -5.02 -2.63 -1.66
C -3.67 -2.39 -1.90
C -2.81 -2.19 -0.83
C -0.77 -3.28 2.04
C -1.25 -4.58 2.02
C -0.36 -5.63 2.20
C 1.00 -5.36 2.34
C 1.46 -4.06 2.35
C 0.58 -3.00 2.16
C -3.07 -1.53 3.74
C -3.97 -0.49 3.92
C -4.73 -0.42 5.07
C -4.58 -1.39 6.07
C -3.67 -2.42 5.90
C -2.92 -2.51 4.74
H -5.05 -2.48 1.72
H -6.57 -2.79 -0.18
H -5.67 -2.87 -2.49
H -3.28 -2.40 -2.90
H -1.76 -2.00 -0.99
H -2.30 -4.78 1.89
H -0.73 -6.64 2.21
H 1.70 -6.18 2.41
H 2.51 -3.85 2.50
H 0.94 -1.97 2.18
H -4.08 0.26 3.15
H -5.47 0.35 5.19
H -5.17 -1.33 6.97
H -3.54 -3.16 6.67
H -2.20 -3.31 4.61
```

The net charge is +4. As for the HOMO energy (spin up / spin down): -16.79 / -16.79 eV. The frontier orbital gap (spin up / spin down) is 3.023 / 3.031 eV.

Atom charges from the Löwdin analysis, given in e for atoms 1 to 2: 1.732 0.108

This record from the Open Molecules 2025 dataset describes a structure of composition C17H22N6O6PdS3. The level of theory is wB97M-V/def2-TZVPD.

```
55
C17H22N6O6PdS3 wB97M-V/def2-TZVPD
Pd 3.32 0.30 0.90
C 7.38 3.61 0.32
S 6.05 3.73 -0.90
C 4.88 2.61 -0.19
S 5.23 0.88 -0.20
N 3.80 3.12 0.30
N 2.98 2.21 0.84
C 1.73 2.59 1.28
C 0.95 1.62 1.85
C -0.38 1.80 2.37
C -1.06 0.75 2.89
C -0.46 -0.54 2.94
C 0.82 -0.66 2.45
N 1.51 0.34 1.91
H 8.26 4.11 -0.08
H 7.61 2.56 0.51
H 7.09 4.09 1.26
H 1.44 3.63 1.19
H -0.84 2.78 2.30
H -2.08 0.89 3.25
H -0.96 -1.40 3.37
H 1.35 -1.61 2.47
C -6.08 -3.27 -3.12
C -4.90 -2.32 -3.03
S -4.26 -2.29 -1.36
O -3.50 -3.50 -1.16
O -5.36 -2.00 -0.47
C -3.16 -0.91 -1.40
C -2.33 -0.77 -0.12
N -1.17 0.05 -0.37
C 0.07 -0.42 -0.68
N 0.91 0.54 -1.00
C 0.22 1.71 -0.91
C -1.09 1.44 -0.55
N -2.14 2.31 -0.40
O -3.30 1.86 -0.22
O -1.91 3.53 -0.50
C 0.44 -1.85 -0.58
H -6.49 -3.25 -4.13
H -6.87 -2.98 -2.42
H -5.78 -4.29 -2.89
H -5.18 -1.30 -3.28
H -4.07 -2.63 -3.66
H -3.75 0.00 -1.55
H -2.50 -1.07 -2.26
H -1.97 -1.74 0.23
H -2.93 -0.31 0.65
H 0.65 2.67 -1.15
H 0.21 -2.22 0.42
H 1.52 -1.94 -0.74
H -0.10 -2.47 -1.30
O 4.45 -2.19 2.89
C 4.08 -2.49 1.76
O 3.51 -1.78 0.87
H 4.17 -3.56 1.43
```

The net charge is -2. The energy above the lowest of the compared OMol25 structures with the same formula, charge and spin comes out at 0.00 kJ/mol. As for the HOMO energy: 0.45 eV. The frontier orbital gap is 3.175 eV.

Atom charges from the Löwdin analysis, given in e for atoms 1 to 2: 0.735 -0.461

Calculated max |F| in order - 9.8; 1.9; 8.2; 0.6 eV/A